Entry from the OMol25 dataset: a 19-piece molecular cluster, C57H149N3O19 overall in a non-equilibrium geometry (ωB97M-V/def2-TZVPD).

Calculated values
HOMO-LUMO gap ... 7.4 eV
Energy ... -3854.5877 hartree

```
228
Properties=species:S:1:pos:R:3:forces:R:3
C 13.90897 -9.84274 22.69189 0.54 0.46 -0.16
C 14.62337 -11.21182 23.01053 -1.88 2.04 -0.67
C 14.43144 -11.31289 24.55271 -0.47 -0.92 -1.99
C 14.75126 -12.69793 24.94821 -0.97 -1.35 0.90
C 13.83257 -13.82220 24.24750 2.68 1.99 1.82
C 13.94827 -13.73043 22.75323 -0.92 -0.37 -0.80
N 13.85743 -12.26208 22.29205 -1.02 -1.67 3.41
O 13.85054 -12.09692 20.92595 0.78 -0.21 -1.04
C 15.27844 -14.49945 22.29596 -2.01 0.30 -0.60
C 12.64181 -14.50081 22.27701 0.58 1.61 -0.83
C 16.03432 -11.16878 22.52209 0.97 0.21 0.60
H 14.34313 -9.04155 23.28997 0.31 -0.11 0.32
H 12.84712 -9.78246 22.93053 -0.08 -0.61 0.03
H 14.03278 -9.44164 21.68596 0.07 -0.47 -0.39
H 15.02581 -10.64033 25.17115 0.01 0.43 -0.56
H 13.36712 -11.17632 24.74416 -0.06 0.42 0.07
H 14.51992 -12.63660 26.01161 0.37 -1.01 0.36
H 15.82338 -12.84114 24.81348 0.00 -0.54 0.04
H 12.83793 -13.78248 24.69160 -0.11 0.17 -0.38
H 14.31521 -14.75548 24.53762 -0.39 -0.26 0.06
H 16.07937 -14.49516 23.03526 0.17 0.64 -0.37
H 15.09104 -15.55457 22.09673 -0.43 -0.15 0.39
H 15.44440 -14.13558 21.28197 0.97 0.34 0.17
H 11.73668 -13.90734 22.40598 0.21 0.65 0.38
H 12.69234 -14.56210 21.18991 0.01 -1.03 -0.03
H 12.40217 -15.38641 22.86556 0.73 -0.43 -0.52
H 16.60568 -10.49563 23.16124 0.21 0.09 0.04
H 16.12011 -10.78049 21.50721 -0.12 -0.29 -0.08
H 16.47100 -12.16366 22.60944 0.21 0.08 -0.23
H 13.11373 -11.50513 20.75714 -0.25 -0.03 -0.03
C 23.70983 -19.10599 15.90281 0.65 0.43 0.78
C 22.28686 -18.83939 15.42635 -0.99 1.37 0.08
C 22.17260 -19.07261 13.90717 0.04 -2.45 0.32
C 22.18856 -20.60146 13.67352 -1.97 -0.02 -0.25
C 20.96257 -21.29213 14.36214 1.02 0.58 0.72
C 20.91403 -21.01530 15.88160 -0.42 -1.94 1.48
N 21.20434 -19.63492 16.17368 -0.09 1.95 -2.65
O 21.04441 -19.27108 17.52301 0.66 -0.63 -0.85
C 19.41957 -21.33627 16.39840 0.81 -0.09 -0.64
C 21.94986 -21.98547 16.63074 -0.70 0.30 -0.54
C 21.85716 -17.32355 15.54386 -0.20 -0.01 1.67
H 23.94188 -18.57790 16.82767 -0.28 0.20 0.20
H 24.45510 -18.72713 15.20343 -0.10 -0.03 -0.26
H 23.98189 -20.13442 16.14031 -0.40 -0.18 -0.39
H 21.26605 -18.57559 13.56185 -0.04 -0.30 -0.23
H 23.03247 -18.80273 13.29405 0.14 1.09 0.55
H 23.15436 -20.99086 13.99555 -0.11 -0.16 0.22
H 22.11281 -20.80488 12.60536 0.10 -0.05 -0.12
H 21.00660 -22.37501 14.24580 0.00 -0.06 -0.07
H 19.99296 -20.97117 13.98144 0.23 0.30 -0.53
H 19.32878 -22.00026 17.25805 0.49 0.49 0.46
H 18.87379 -20.40454 16.54702 0.11 -0.06 0.18
H 18.86931 -21.92170 15.66180 0.12 0.14 -0.54
H 22.86150 -22.09332 16.04304 0.17 0.30 0.19
H 22.15182 -21.63034 17.64128 0.32 0.15 0.01
H 21.61291 -23.00820 16.79982 -0.51 0.02 -0.27
H 21.66384 -17.00043 16.56677 0.18 -0.55 0.52
H 20.86789 -17.14660 15.12181 0.21 -0.29 -0.59
H 22.54101 -16.52696 15.25079 0.44 -0.52 -0.79
H 21.69519 -19.87143 17.89402 0.19 0.13 1.24
C 13.59503 -17.58415 20.21042 0.80 -1.43 0.19
C 13.53960 -19.15919 20.08511 -1.03 -0.02 -0.44
C 12.34106 -19.49960 19.07864 1.84 0.06 0.71
C 12.44944 -20.85120 18.42688 1.11 0.62 -1.74
C 13.84249 -21.00769 17.77808 0.44 -0.12 0.99
C 15.02084 -20.88270 18.82113 -0.46 -0.40 0.25
N 14.85943 -19.69090 19.66808 -2.61 -0.39 -1.74
O 15.96985 -19.15217 20.31200 -0.33 -0.29 -0.07
C 15.05711 -22.20282 19.64363 1.14 -0.12 -0.01
C 16.32146 -20.75429 18.02235 0.07 -0.49 -0.24
C 13.06260 -19.81268 21.38548 1.80 0.49 0.73
H 14.25227 -17.06617 19.51196 -0.31 -0.37 -0.91
H 14.14998 -17.32204 21.11122 -0.88 0.07 0.67
H 12.56983 -17.23098 20.09948 0.22 0.40 0.54
H 11.41375 -19.57306 19.64679 -0.02 0.99 0.08
H 12.38726 -18.69413 18.34572 -0.60 -0.16 -0.30
H 11.76529 -20.80114 17.57981 -0.42 -0.50 0.09
H 12.18635 -21.69401 19.06606 0.11 0.10 0.07
H 14.04531 -20.32740 16.95095 -0.40 0.57 0.17
H 13.88699 -21.98066 17.28875 0.29 -0.29 0.26
H 14.21802 -22.52840 20.25847 -0.32 0.68 -0.12
H 15.28067 -23.06036 19.00898 -0.01 0.01 -0.34
H 15.92714 -22.12384 20.29547 0.00 -0.03 0.35
H 16.36535 -19.82400 17.45601 -0.18 0.07 -0.05
H 17.26777 -20.83548 18.55714 -0.23 -0.03 0.43
H 16.36041 -21.59278 17.32702 -0.04 0.02 -0.28
H 13.97388 -19.85214 21.98224 -0.07 0.06 0.59
H 12.79044 -20.86206 21.27223 -0.49 0.18 -0.20
H 12.34169 -19.19062 21.91597 -0.27 -0.31 -0.08
H 16.05781 -18.34943 19.79290 0.78 0.61 0.18
O 19.78181 -14.16136 11.99163 0.03 -0.14 -0.09
H 20.06988 -14.32729 11.09401 0.07 -0.21 -0.27
H 19.93527 -13.22584 12.12387 0.05 0.29 0.20
O 15.52918 -15.13704 18.28842 0.07 0.07 0.97
H 15.53524 -15.59930 17.45025 0.17 0.10 -0.63
H 14.82412 -14.49524 18.20342 -0.14 0.21 0.00
O 18.57321 -11.65218 14.22883 0.07 -0.24 -0.18
H 18.94003 -10.92049 14.72511 0.11 0.15 0.30
H 18.18773 -11.24624 13.45239 -0.24 0.13 -0.20
O 18.77487 -19.18569 20.01224 0.64 -0.44 0.10
H 17.95343 -19.61494 19.77303 -0.46 0.03 0.03
H 18.62102 -18.25761 19.83548 -0.18 0.60 0.06
O 18.30732 -14.54591 14.26984 -0.58 -0.57 0.59
H 18.37998 -13.59345 14.20833 0.06 0.50 0.11
H 18.85613 -14.87493 13.55795 0.16 0.02 -0.29
O 19.22065 -17.75070 11.48036 -0.08 0.02 -0.25
H 20.05913 -17.98814 11.87634 0.22 -0.15 0.11
H 18.89510 -17.03106 12.02107 -0.13 0.22 0.15
C 23.08798 -18.81844 21.67743 1.17 0.20 0.47
C 23.76331 -19.00169 23.08354 -1.40 -0.55 -1.85
C 22.72958 -18.74662 24.14393 -0.86 -0.16 0.44
O 24.32642 -20.28551 23.19986 1.21 -0.47 0.34
H 23.76956 -19.02215 20.85156 0.35 -0.34 0.16
H 22.88743 -17.75548 21.54318 -0.76 -0.06 0.08
H 22.23730 -19.49011 21.56206 -0.31 0.36 0.13
H 24.60140 -18.30675 23.13593 0.02 -0.03 0.26
H 22.28216 -17.76189 24.00898 0.55 0.44 0.65
H 23.07180 -19.03624 25.13746 0.36 0.85 0.15
H 21.81639 -19.33921 24.08883 0.09 -0.67 -0.78
H 23.75746 -21.02265 22.96641 -0.51 0.41 -0.07
C 15.77742 -19.45716 13.21498 1.04 -0.22 0.89
C 16.73553 -20.64211 13.02961 0.27 0.55 0.95
C 16.24446 -22.04490 13.41501 -0.15 -0.06 -0.75
O 17.30506 -20.65570 11.73586 -0.79 -0.55 -0.38
H 16.14057 -18.62837 12.60724 -0.48 -0.13 -0.47
H 16.03263 -19.10418 14.21417 -0.63 0.00 0.35
H 14.71088 -19.67623 13.16415 0.07 0.10 -0.33
H 17.62391 -20.40589 13.61534 -0.10 -0.10 0.50
H 15.71464 -22.27254 14.33999 0.79 0.70 0.71
H 17.13969 -22.64532 13.25332 -0.32 -0.54 0.34
H 15.45408 -22.40436 12.75608 0.16 0.15 -0.87
H 16.53912 -20.89897 11.21073 0.18 -0.05 -0.90
C 23.14795 -15.22647 12.14313 0.79 -0.03 0.74
C 24.64176 -15.53099 12.12259 0.03 -1.26 1.16
C 25.36202 -15.83106 13.45699 -0.37 0.81 0.77
O 24.78208 -16.75531 11.43257 0.17 -0.59 -1.24
H 22.97728 -14.27922 12.65470 -0.38 0.15 -0.44
H 22.61096 -15.99469 12.69953 -0.04 -0.12 0.13
H 22.85248 -15.29655 11.09628 -0.39 0.60 0.07
H 25.12410 -14.73904 11.54965 0.36 -0.05 0.10
H 26.37859 -16.20252 13.32774 0.13 0.59 -0.42
H 24.94976 -16.62490 14.07987 -0.85 -0.30 -0.56
H 25.32425 -14.99579 14.15626 0.46 0.42 -0.14
H 23.91875 -17.17477 11.44997 0.07 -0.25 -0.13
C 18.57826 -16.67206 16.97906 0.78 1.04 -0.19
C 18.95187 -16.04298 18.34901 -2.98 1.32 -0.04
C 18.95249 -14.47776 18.37671 1.47 -0.83 -1.82
O 17.90161 -16.33096 19.30707 0.79 -1.77 0.65
H 17.69417 -16.30488 16.45786 -0.29 0.44 0.71
H 18.49320 -17.75789 16.93597 0.50 -0.06 0.47
H 19.38002 -16.30969 16.33564 0.13 -0.51 -0.35
H 19.90036 -16.47332 18.67036 -0.12 0.02 0.34
H 19.78411 -14.16536 17.74510 0.49 0.31 0.22
H 19.06954 -14.05676 19.37529 -0.13 -0.21 -0.07
H 18.12514 -14.04990 17.81057 -0.55 -0.28 0.50
H 17.24833 -15.62827 19.33945 -0.14 0.18 -0.40
C 23.96065 -10.32712 17.75598 -1.13 -0.29 1.92
C 24.60341 -11.37356 16.96089 -0.38 -2.08 -3.85
C 23.70315 -12.32441 16.10042 -1.45 -0.02 1.45
O 25.34475 -10.77661 15.89195 1.71 0.61 0.52
H 23.40720 -10.79761 18.56864 0.17 -0.25 0.46
H 23.13483 -9.76423 17.32091 0.61 0.42 -0.74
H 24.76561 -9.75950 18.22283 -0.36 0.54 -0.19
H 25.20698 -12.04160 17.57534 0.65 0.52 -0.10
H 24.08244 -12.96334 15.30292 1.18 0.35 0.33
H 22.98296 -11.69511 15.57752 -0.44 0.06 0.15
H 23.18284 -13.02260 16.75610 -0.54 0.04 0.05
H 24.71166 -10.30427 15.34633 -0.05 0.06 0.00
C 17.05091 -10.36739 18.30679 0.66 -0.57 -0.13
C 16.02789 -10.28138 17.15922 -0.26 -0.63 1.49
C 14.59500 -10.38347 17.66822 -0.54 -0.38 0.00
O 16.22783 -9.05477 16.54570 0.60 1.61 -0.61
H 16.97668 -9.62039 19.09710 -0.36 0.43 -0.45
H 18.05313 -10.32455 17.88038 0.12 0.44 -0.10
H 17.10800 -11.30237 18.86416 -0.69 -0.42 -0.27
H 16.25617 -11.05494 16.42599 -0.15 -0.43 0.07
H 14.23549 -11.41116 17.72018 0.23 -0.14 0.23
H 13.87474 -9.89596 17.01123 0.12 0.15 -0.36
H 14.44615 -9.91605 18.64160 0.27 -0.02 0.10
H 15.43169 -8.76371 16.09507 -0.05 -0.12 0.00
C 14.51351 -17.37387 16.12642 0.63 -0.08 -0.77
C 15.16985 -16.55585 15.00447 -0.82 -0.75 -1.88
C 14.15282 -16.31068 13.82639 -0.51 -0.22 0.55
O 15.56140 -15.36196 15.52401 -0.11 2.84 1.71
H 13.78629 -16.78714 16.68767 -0.14 0.16 -0.27
H 15.28225 -17.67042 16.84000 -0.02 -0.34 0.05
H 14.02283 -18.23644 15.67552 0.02 -0.15 0.31
H 16.13549 -16.91711 14.65072 -0.43 -1.43 -0.35
H 14.37056 -15.53156 13.09586 0.75 0.01 0.21
H 13.21981 -15.97380 14.27819 -0.10 0.15 0.30
H 13.83215 -17.17864 13.25025 0.47 -0.37 0.14
H 16.38310 -15.05293 15.13555 0.32 0.12 -0.29
C 17.22200 -17.97802 24.76959 1.05 -0.72 0.54
C 17.20924 -19.51745 25.03567 1.86 1.01 -2.80
C 16.43167 -20.20430 23.92887 -1.25 -1.20 0.31
O 18.61564 -19.89463 24.83308 -0.23 0.20 2.11
H 16.22693 -17.53355 24.78944 0.26 0.26 -0.27
H 17.87552 -17.80762 23.91404 -1.18 -0.34 -1.29
H 17.96910 -17.44820 25.36055 -0.66 -0.08 1.52
H 16.86971 -19.79502 26.03356 0.26 -0.04 -0.03
H 15.39007 -19.90262 23.81853 0.06 0.82 -0.08
H 16.24302 -21.25335 24.15691 0.54 -0.37 0.27
H 16.91665 -20.21870 22.95281 0.11 0.55 0.09
H 18.87641 -20.30363 24.00463 -0.76 -0.15 -0.57
C 19.65657 -9.29129 20.78105 -1.48 -0.55 -1.10
C 19.91025 -9.89456 22.12627 1.77 -1.41 -0.72
C 20.28700 -11.38636 22.04020 0.17 0.12 -0.46
O 21.06415 -9.20274 22.58288 0.04 0.63 1.41
H 20.39966 -9.53497 20.02175 0.65 -0.08 0.45
H 19.55236 -8.20633 20.77013 -0.22 -0.11 0.29
H 18.78553 -9.78346 20.34845 -0.52 0.39 -0.01
H 19.08643 -9.91180 22.83980 0.00 1.06 0.07
H 19.47625 -12.04612 21.73115 -0.19 0.09 0.22
H 20.71560 -11.71425 22.98725 -0.28 -0.07 0.12
H 21.06687 -11.52132 21.29075 0.18 0.06 -0.18
H 21.85727 -9.70376 22.37901 -0.10 -0.16 -0.04
C 20.15962 -22.32604 20.16804 1.31 0.54 -0.06
C 19.34967 -22.25415 21.44482 0.54 -0.31 -0.27
C 19.85037 -23.32203 22.42806 -1.23 0.69 -0.37
O 19.48926 -20.98045 22.03888 0.28 -0.30 1.05
H 21.20738 -22.50443 20.40982 0.19 -0.60 0.27
H 20.30206 -21.32807 19.75348 -0.91 0.04 -0.64
H 19.85298 -23.08973 19.45330 -0.18 0.23 -0.05
H 18.30729 -22.41131 21.16761 -0.36 -0.21 0.28
H 19.52685 -24.28653 22.03668 0.32 -0.18 0.09
H 19.32916 -23.15075 23.36992 0.29 -0.16 0.23
H 20.93400 -23.25847 22.52716 -0.12 -0.08 0.14
H 19.20750 -20.29828 21.42499 -0.06 0.51 -0.48
```
Forces are in eV/Å.